No. 1
DFT (ωB97M-V with the def2-TZVPD basis set) results for a cluster of 2 separate species, C9H13ClN4S in total at a distorted geometry.

```
28
Properties=species:S:1:pos:R:3:forces:R:3:mulliken_charge:R:1
C 0.903470 0.528030 -1.289464 -0.536 1.470 -1.406 -0.3498
C 0.938686 1.935531 -1.122853 2.041 -1.479 3.207 -0.1165
C 1.503069 -0.306309 -0.362858 2.465 2.269 1.309 1.1733
C 2.549215 1.521769 0.565410 -2.230 -2.250 -1.404 0.1881
C 0.382009 -3.672087 -0.984002 -0.814 0.717 -2.019 -1.0775
C 0.590708 -2.343642 -1.139086 1.358 -3.299 2.467 0.2438
C -1.301295 0.413996 0.366078 -0.181 -0.083 0.836 0.1823
C -2.261064 1.010426 2.736085 0.298 -0.203 2.651 -1.4247
C -1.240688 0.354944 1.859055 1.840 -1.553 0.788 -0.1184
N 1.770109 2.333551 -0.092675 -0.528 1.986 -1.602 -0.5957
N 2.362030 0.173578 0.575667 0.844 1.688 0.270 -0.7095
N 0.234312 2.901948 -1.796729 -2.218 -0.221 -0.996 -0.4612
N 1.452634 -1.640897 -0.335564 -0.647 -1.496 -0.192 -0.1208
S -2.687083 1.082389 -0.267845 0.394 0.557 -0.119 -0.1652
Cl 3.871531 2.265050 1.376660 -0.008 -0.412 0.427 -0.1633
H 0.345834 0.103848 -2.096183 -0.368 -0.064 -0.320 0.2976
H -0.379698 -4.078666 -1.680295 0.772 -0.020 0.548 0.2422
H 1.031321 -4.381749 -0.485161 -0.298 0.341 0.596 0.2986
H 0.242812 -1.812197 -1.931095 -1.693 1.292 -1.845 0.2953
H -1.917735 0.897749 3.848500 -0.623 0.379 -1.904 0.3310
H -3.234272 0.550816 2.702836 -0.461 -0.279 -0.211 0.3876
H -2.393556 2.065748 2.526640 0.138 0.229 -0.049 0.4055
H -1.085979 -0.767799 2.147465 -0.520 1.583 -0.687 0.2439
H -0.202139 0.704283 2.242175 -1.259 -0.288 -1.228 0.1470
H -0.632395 2.541828 -2.281263 1.713 0.582 0.716 0.2626
H 0.060128 3.874367 -1.457321 0.928 -1.614 0.104 0.2744
H 1.863933 -2.157074 0.443632 0.017 0.802 -0.336 0.2932
H -2.216666 1.331762 -1.536496 -0.424 -0.633 0.401 0.0365
```
Forces are in eV/Å.

Orbital gap, eV: 7.489
2S+1: 1
Electronic energy, eV: -38857.979
Energy relative to the best compared isomer or geometry (same formula, charge and spin), eV: 1.203
LUMO level, eV: -0.103


No. 2
DFT (ωB97M-V with the def2-TZVPD basis set) results for an isolated molecule of C4H10O2 at a distorted geometry.

```
16
Properties=species:S:1:pos:R:3:forces:R:3:mulliken_charge:R:1
C -1.688523 -0.642438 -0.427460 -0.226 -1.017 1.292 -0.7429
O -1.199082 -0.412435 1.140477 -0.351 -0.299 -1.738 -0.5672
C 0.217508 -0.401030 1.220944 0.073 0.081 -0.496 -0.3983
C 0.652461 0.746389 0.256503 0.425 0.282 0.045 0.3600
C 1.540990 0.246579 -0.866137 0.011 0.018 -0.072 -1.3655
O -0.532875 1.341747 -0.227379 0.611 1.482 0.318 -0.6348
H -1.530610 -0.101595 -1.400397 0.561 0.123 1.755 0.2740
H -1.261396 -1.619766 -0.540175 -0.513 -0.846 -0.154 0.3585
H -2.738244 -0.559549 -0.200303 -0.357 -0.684 -0.068 0.3241
H 0.607855 -1.384297 0.914174 0.039 0.202 -0.140 0.2795
H 0.609017 -0.219341 2.242369 -0.826 -0.041 -0.337 0.3250
H 1.150363 1.546531 0.804568 0.518 -0.205 0.217 0.3826
H 1.704208 1.030175 -1.610787 0.017 -0.077 0.087 0.3320
H 1.106812 -0.628339 -1.366289 0.003 0.177 0.078 0.3047
H 2.510418 -0.056722 -0.453706 -0.117 0.055 -0.091 0.3709
H -1.148902 1.114091 0.513595 0.130 0.749 -0.696 0.3974
```
Forces are in eV/Å.

Orbital gap, eV: 10.416
2S+1: 1
Electronic energy, eV: -8402.269
SMILES string: COC[C@@H](C)O
Energy relative to the best compared isomer or geometry (same formula, charge and spin), eV: 3.278
LUMO level, eV: 1.007


No. 3
DFT (ωB97M-V with the def2-TZVPD basis set) results for a structure of composition C16H14Cl3GeIrN2O2Se.

```
40
Properties=species:S:1:pos:R:3:forces:R:3:mulliken_spin:R:1
Ir 0.734882 -1.887104 2.065892 0.027 0.144 -0.110 0.2529
Cl 2.629811 -0.750167 4.986223 0.028 0.048 0.011 0.0013
Ge 0.662513 -1.452940 4.378443 -0.065 -0.020 -0.007 0.0034
Cl 0.425819 -3.190686 5.675901 -0.018 -0.033 0.016 -0.0011
Cl -0.717366 -0.031859 5.254220 0.066 -0.050 -0.005 -0.0027
C -3.568348 -0.884634 -3.394357 -0.003 -0.003 -0.002 -0.0006
C -2.907731 -0.352080 -2.147011 0.008 -0.002 0.000 -0.0019
C -3.706867 0.025901 -1.070817 0.010 -0.005 -0.012 -0.0040
C -3.127159 0.501651 0.091767 -0.005 0.001 0.018 -0.0030
C -1.753731 0.620997 0.200077 -0.004 0.012 0.009 0.0086
C -0.938216 0.251807 -0.870318 -0.021 -0.035 -0.024 0.0161
N 0.443762 0.374203 -0.820884 0.002 0.017 0.001 -0.0072
C 1.233705 0.588808 0.355394 0.089 -0.029 -0.015 -0.0160
C 1.163431 1.917943 1.159599 -0.031 -0.046 0.018 0.0007
C 2.404883 2.744781 1.192780 0.012 0.033 -0.008 -0.0004
C 3.573710 2.249500 0.783670 -0.004 0.016 0.000 -0.0001
C 3.695285 0.878061 0.299006 0.015 -0.037 -0.006 -0.0047
C 2.629518 0.100865 0.106224 -0.001 0.040 -0.001 0.0214
C 2.776976 -1.367351 -0.199594 -0.126 -0.046 0.036 -0.0054
O 3.553047 -1.759715 -1.046535 0.044 0.021 -0.012 0.0024
O 2.030677 -2.180463 0.516118 0.105 -0.029 0.048 0.0152
C -1.520085 -0.244586 -2.054106 -0.015 -0.001 0.004 -0.0057
C -0.615000 -0.657499 -3.184461 0.015 -0.002 0.012 0.0006
H -4.651281 -0.887897 -3.274604 0.001 0.003 0.002 -0.0001
H -3.255342 -1.908009 -3.612131 0.002 -0.002 0.001 0.0001
H -3.330920 -0.277940 -4.271107 0.000 0.000 -0.002 0.0001
H -4.783525 -0.068091 -1.146138 -0.001 -0.001 0.000 -0.0003
H -3.746528 0.770798 0.938146 0.001 0.003 0.000 -0.0024
H -1.326799 0.966942 1.129430 0.008 0.003 -0.005 -0.0063
H 0.946161 -0.050631 -1.581145 0.003 0.015 0.003 -0.0013
H 0.283406 2.514130 0.911481 -0.001 0.004 -0.007 -0.0009
H 2.335942 3.761388 1.562597 0.004 -0.003 0.006 0.0001
H 4.471332 2.854057 0.834133 -0.003 0.005 0.000 -0.0001
H 4.681067 0.458741 0.137789 0.000 0.001 0.003 0.0003
H -0.012041 0.184353 -3.540026 -0.003 -0.005 -0.008 0.0001
H -1.171918 -1.044061 -4.032903 -0.009 0.013 -0.015 -0.0001
H 0.080425 -1.443952 -2.872873 -0.003 -0.001 0.009 -0.0001
Se -1.443358 -2.452041 2.403900 -0.066 -0.002 0.065 0.7308
N 0.933572 1.109649 2.408182 0.030 -0.014 0.025 -0.0026
C 0.886272 0.017131 1.728037 -0.092 -0.013 -0.046 0.0131
```
Forces are in eV/Å.

Orbital gap (alpha / beta), eV: 7.171 / 6.393
2S+1: 2
Electronic energy, eV: -186168.269
Energy relative to the best compared isomer or geometry (same formula, charge and spin), eV: 1.886
LUMO level (alpha / beta), eV: 2.045 / 1.452
Charge: -1


No. 4
DFT (ωB97M-V with the def2-TZVPD basis set) results for an isolated molecule of C3H4O3 at a distorted geometry.

```
10
Properties=species:S:1:pos:R:3:forces:R:3:mulliken_charge:R:1
C 0.553421 -0.505548 2.528698 -0.708 1.021 -2.019 0.5645
C 0.571401 0.293247 1.086948 -0.778 -2.336 1.926 0.7054
C 0.409244 -0.409320 -0.228469 0.057 -0.065 0.998 -1.3392
O 1.491605 -0.750977 3.191107 1.386 -0.612 1.296 -0.5481
O -0.685332 -0.599234 2.489353 0.147 -0.242 -0.392 -0.5383
O 0.261425 1.524430 1.280948 -0.330 0.663 -1.377 -0.3706
H -0.586833 -0.561334 -0.536184 -1.774 0.430 0.012 0.3930
H 0.744330 -1.436874 -0.271360 0.864 0.049 0.456 0.3558
H 0.836943 0.188738 -0.982613 0.915 0.637 -1.037 0.4219
H -0.304379 1.827258 0.544117 0.222 0.455 0.136 0.3557
```
Forces are in eV/Å.

Orbital gap, eV: 9.383
2S+1: 1
Electronic energy, eV: -9316.184
Energy relative to the best compared isomer or geometry (same formula, charge and spin), eV: 2.517
LUMO level, eV: -0.229